Formula: C14H12F14N2OSi2
Source: the Open Molecules 2025 dataset
Level of theory: ωB97M-V/def2-TZVPD

Last column: Löwdin charge in e.
Element x y z (Å)
C1 1.28 -1.98 2.31  -0.028
C2 1.22 -0.74 1.86  -0.182
Si1 1.39 -0.24 0.09  0.441
N1 1.33 -1.59 -0.98  0.015
O1 0.21 0.85 -0.26  -0.202
Si2 -1.14 0.53 -1.15  0.489
N2 -0.77 0.11 -2.78  -0.003
C3 -2.25 -0.69 -0.29  -0.221
C4 -2.97 -1.63 -1.04  -0.092
C5 -3.83 -2.53 -0.44  -0.081
C6 -3.98 -2.52 0.94  -0.080
C7 -3.28 -1.60 1.71  -0.074
C8 -2.42 -0.70 1.10  -0.085
C9 -2.07 2.23 -1.25  -0.393
F1 -2.29 2.51 -2.59  0.055
F2 -3.30 2.19 -0.66  0.077
C10 -1.34 3.49 -0.72  -0.372
F3 -2.10 4.57 -1.00  0.143
F4 -0.17 3.61 -1.38  0.142
C11 -1.05 3.50 0.83  -0.506
F5 0.27 3.41 1.06  0.164
F6 -1.65 2.45 1.43  0.145
F7 -1.50 4.62 1.40  0.175
C12 3.02 0.80 -0.14  -0.405
F8 2.84 1.66 -1.20  0.076
F9 3.25 1.57 0.96  0.075
C13 4.34 0.06 -0.47  -0.381
F10 4.20 -0.55 -1.68  0.127
F11 5.33 0.96 -0.56  0.154
C14 4.79 -1.02 0.56  -0.525
F12 4.51 -0.64 1.81  0.174
F13 4.13 -2.18 0.32  0.144
F14 6.10 -1.25 0.45  0.183
H1 1.12 -2.20 3.36  0.063
H2 1.49 -2.83 1.67  0.049
H3 1.01 0.07 2.56  0.078
H4 1.93 -1.54 -1.79  0.052
H5 1.51 -2.47 -0.51  0.038
H6 -1.53 0.25 -3.43  0.046
H7 -0.45 -0.85 -2.87  0.032
H8 -2.86 -1.66 -2.12  0.094
H9 -4.37 -3.25 -1.04  0.102
H10 -4.65 -3.22 1.43  0.102
H11 -3.40 -1.59 2.79  0.104
H12 -1.88 0.01 1.72  0.092

Computed properties:
* E_HOMO: -0.3586 hartree
* LUMO level: 0.427 eV
* charge: 0
* frontier orbital gap: 10.19 eV

***

Formula: C14H12FeN2OS2
Source: the Open Molecules 2025 dataset
Level of theory: ωB97M-V/def2-TZVPD

Last column: Löwdin charge in e.
Element x y z (Å)
Fe1 1.08 -1.86 0.71  0.494
S1 2.50 -0.58 2.59  0.471
C1 2.24 0.56 1.38  -1.192
N1 1.68 0.24 0.24  -0.059
C2 1.51 1.34 -0.59  -0.317
C3 0.91 1.30 -1.84  -0.017
C4 0.82 2.48 -2.57  -0.113
C5 1.31 3.69 -2.06  -0.141
C6 1.89 3.73 -0.81  -0.127
C7 1.98 2.55 -0.08  -0.498
S2 2.62 2.28 1.51  0.949
H1 0.52 0.36 -2.22  0.115
H2 0.35 2.46 -3.55  0.086
H3 1.22 4.60 -2.64  0.081
H4 2.25 4.66 -0.40  0.091
N2 -0.71 -1.82 1.05  -0.154
C8 -1.93 -1.31 1.08  -0.518
C9 -2.20 0.09 0.91  -0.091
C10 -3.48 0.60 0.94  -0.189
C11 -4.61 -0.21 1.14  -0.218
C12 -4.38 -1.58 1.32  -0.197
C13 -3.10 -2.12 1.30  -0.107
H5 -1.35 0.75 0.76  0.073
H6 -3.62 1.68 0.80  0.068
H7 -5.61 0.21 1.16  0.044
H8 -5.23 -2.24 1.48  0.064
H9 -2.95 -3.18 1.44  0.066
C14 3.27 -3.74 -0.61  -0.352
O1 2.14 -3.11 -0.17  -0.452
H10 3.68 -3.30 -1.53  0.047
H11 3.09 -4.81 -0.84  0.044
H12 4.10 -3.73 0.13  0.050

Computed properties:
* E_HOMO (spin up / spin down): 0.0382 / 0.0257 hartree
* LUMO level (spin up / spin down): 4.610 / 4.604 eV
* spin multiplicity: 5
* charge: -2
* frontier orbital gap (spin up / spin down): 3.57 / 3.90 eV

***

Formula: C14H12IN6O3STa
Source: the Open Molecules 2025 dataset
Level of theory: ωB97M-V/def2-TZVPD

Last column: Löwdin charge in e.
Element x y z (Å)
Ta1 0.59 0.21 -0.40  1.597
O1 -0.52 -1.30 0.37  -0.315
N1 -1.10 -2.24 -0.40  -0.153
C1 -1.40 -3.43 0.18  0.031
C2 -1.99 -4.40 -0.59  0.009
C3 -2.25 -4.14 -1.93  0.011
C4 -1.93 -2.91 -2.48  -0.025
C5 -1.34 -1.94 -1.69  -0.573
S1 -0.87 -0.36 -2.25  0.760
H1 -1.16 -3.51 1.23  0.154
H2 -2.23 -5.35 -0.13  0.135
H3 -2.71 -4.90 -2.55  0.138
H4 -2.12 -2.69 -3.52  0.132
N2 1.98 -0.24 1.45  -0.033
C6 3.28 -0.81 1.02  -0.081
C7 3.08 -1.50 -0.32  -0.483
O2 3.69 -2.38 -0.80  0.224
O3 1.99 -0.91 -0.95  -0.252
H5 2.15 0.53 2.10  0.107
H6 1.46 -0.94 1.98  0.118
H7 3.70 -1.50 1.74  0.150
H8 3.99 0.00 0.87  0.150
I1 -4.44 1.89 2.40  1.040
C8 -2.42 2.20 2.13  -0.712
C9 -1.75 3.26 2.72  -0.065
C10 -0.39 3.43 2.50  -0.003
C11 0.27 2.53 1.69  -0.126
N3 -0.37 1.49 1.12  -0.127
C12 -1.69 1.33 1.33  -0.181
H9 -2.29 3.96 3.35  0.124
H10 0.15 4.25 2.94  0.133
H11 1.32 2.65 1.45  0.113
H12 -2.16 0.48 0.86  0.091
N4 1.08 1.81 -1.34  -0.109
C13 1.28 2.70 -2.18  -0.193
N5 1.45 3.60 -2.91  0.219
C14 1.72 4.27 -4.01  -0.233
N6 1.95 4.88 -4.96  0.227

Computed properties:
* E_HOMO: -0.5519 hartree
* LUMO level: -7.811 eV
* charge: +2
* frontier orbital gap: 7.21 eV

***

Formula: C14H12N2O2S
Source: the Open Molecules 2025 dataset
Level of theory: ωB97M-V/def2-TZVPD

Last column: Löwdin charge in e.
Element x y z (Å)
O1 -0.04 0.41 -0.58  0.127
C1 0.02 -0.71 -0.16  -0.478
C2 1.06 -1.24 0.81  -0.020
C3 2.39 -0.62 0.55  -0.287
C4 2.72 0.71 0.53  0.001
N1 4.05 0.75 0.22  -0.080
C5 5.04 1.67 0.02  -0.138
C6 6.22 1.08 -0.28  -0.385
S1 6.12 -0.66 -0.32  1.034
C7 4.45 -0.56 0.07  -0.621
N2 3.47 -1.40 0.27  0.116
O2 -0.85 -1.68 -0.49  0.005
C8 -1.92 -1.30 -1.36  -0.113
C9 -2.97 -0.50 -0.64  -0.210
C10 -3.42 0.71 -1.15  -0.036
C11 -4.38 1.44 -0.46  -0.081
C12 -4.88 0.98 0.74  -0.092
C13 -4.43 -0.23 1.26  -0.082
C14 -3.47 -0.96 0.57  -0.034
H1 1.13 -2.32 0.71  0.126
H2 0.71 -0.99 1.81  0.137
H3 2.12 1.58 0.68  0.123
H4 4.84 2.72 0.10  0.124
H5 7.15 1.56 -0.48  0.061
H6 -1.52 -0.73 -2.20  0.129
H7 -2.33 -2.25 -1.72  0.137
H8 -3.02 1.08 -2.08  0.115
H9 -4.72 2.38 -0.87  0.102
H10 -5.62 1.55 1.27  0.100
H11 -4.81 -0.59 2.19  0.102
H12 -3.11 -1.90 0.97  0.117

Computed properties:
* E_HOMO: -0.3014 hartree
* SMILES string: O=C(Cc1cn2ccsc2n1)OCc1ccccc1
* LUMO level: 0.763 eV
* charge: 0
* frontier orbital gap: 8.96 eV

***

Formula: C14H12N2OS
Source: the Open Molecules 2025 dataset
Level of theory: ωB97M-V/def2-TZVPD

Last column: Löwdin charge in e.
Element x y z (Å)
C1 -1.61 1.03 1.19  -0.040
C2 -1.17 0.61 -0.17  -0.220
C3 0.02 -0.21 -0.29  -0.508
C4 0.93 -0.42 0.77  -0.258
C5 0.84 -1.56 1.60  0.008
C6 1.52 -1.64 2.86  -0.109
N1 2.32 -0.66 3.28  0.102
C7 2.51 0.43 2.45  -0.233
C8 3.22 1.46 3.07  -0.028
C9 3.37 2.69 2.39  -0.049
C10 2.81 2.81 1.03  -0.048
C11 2.05 1.76 0.48  -0.031
C12 1.86 0.57 1.20  -0.131
S1 0.53 -0.83 -1.83  0.980
C13 -0.83 -0.58 -2.99  -0.330
C14 -1.91 0.45 -2.52  -0.468
O1 -2.74 0.95 -3.36  -0.001
N2 -2.10 0.79 -1.27  0.118
H1 -2.61 1.58 1.17  0.093
H2 -1.85 0.08 1.81  0.116
H3 -0.92 1.67 1.74  0.081
H4 0.19 -2.43 1.30  0.128
H5 1.65 -2.60 3.35  0.102
H6 3.76 1.18 3.94  0.101
H7 4.05 3.47 2.78  0.101
H8 3.07 3.79 0.55  0.105
H9 1.63 1.91 -0.53  0.119
H10 -0.52 -0.14 -3.99  0.115
H11 -1.20 -1.53 -3.08  0.030
H12 -2.99 1.25 -1.06  0.157

Computed properties:
* E_HOMO: -0.2875 hartree
* SMILES string: CC1=C(c2ccnc3ccccc23)SCC(=O)N1
* LUMO level: -0.295 eV
* charge: 0
* frontier orbital gap: 7.53 eV

***

Formula: C14H12N4O5
Source: the Open Molecules 2025 dataset
Level of theory: ωB97M-V/def2-TZVPD

Last column: Löwdin charge in e.
Element x y z (Å)
C1 0.01 0.47 3.85  -0.023
C2 -1.12 0.29 2.84  -0.179
C3 -2.45 -0.06 3.22  0.064
C4 -3.37 -0.35 2.24  -0.278
O1 -4.66 -0.59 2.69  0.029
C5 -3.03 -0.42 0.94  0.000
C6 -4.02 -0.71 -0.17  -0.467
N1 -3.65 -1.01 -1.43  0.159
O2 -5.20 -0.45 -0.09  0.034
C7 -1.65 -0.18 0.55  -0.096
N2 -0.96 -0.18 -0.66  0.182
C8 0.27 0.13 -0.30  -0.167
C9 1.45 0.17 -1.25  -0.082
N3 2.69 0.55 -0.77  0.194
C10 3.75 0.43 -1.67  -0.289
C11 5.12 0.87 -1.30  -0.173
O3 5.57 2.00 -2.12  -0.069
N4 3.59 -0.02 -2.93  0.133
C12 2.43 -0.40 -3.35  -0.078
C13 1.30 -0.34 -2.58  -0.185
O4 0.13 -0.92 -3.16  0.000
O5 0.44 0.44 1.04  0.152
C14 -0.78 0.30 1.54  -0.233
H1 0.43 1.56 3.81  0.124
H2 -0.34 0.07 4.77  0.050
H3 0.85 -0.32 3.59  0.127
H4 -2.78 0.00 4.24  0.130
H5 -5.34 -0.48 1.91  0.144
H6 -4.42 -0.91 -2.15  0.157
H7 -2.71 -0.83 -1.72  0.054
H8 5.15 1.11 -0.14  0.163
H9 5.75 0.03 -1.51  0.099
H10 5.67 1.85 -3.06  0.070
H11 2.35 -0.73 -4.38  0.137
H12 -0.47 -1.39 -2.49  0.118

Computed properties:
* E_HOMO: -0.3288 hartree
* SMILES string: Cc1cc(O)c(C(N)=O)c2nc(-c3nc(CO)ncc3O)oc12
* LUMO level: -1.033 eV
* charge: 0
* frontier orbital gap: 7.91 eV

***

Let's list energy in order: -2702.77234, -2785.52346, -1847.37611, -1198.88060, -1123.58214, -1135.90192 a.u..